DFT (ωB97M-V/def2-TZVPD) results for a molecular structure, H4N2S2 at a distorted geometry.

The gap between HOMO and LUMO comes out at 8.492 eV. As for the relative energy (zero: lowest compared OMol25 entry of this formula, charge and spin): 2.294 eV. The HOMO energy comes out at -8.06 eV.

Atoms and positions in Å:
N -0.001 -0.336 1.258
N -0.237 0.985 -1.123
S -1.051 0.370 0.067
S 1.340 0.261 -1.369
H -0.348 -1.194 1.667
H 0.332 0.252 2.003
H -1.496 -1.062 0.010
H 1.459 0.724 -2.513